C24H44BNP2Zr | ωB97M-V with the def2-TZVPD basis set

The value obtained for the energy is -1749.36882 Ha. The LUMO energy (alpha / beta) is -7.64 / -7.64 eV. Its max |F| is 0.0663 hartree/bohr. Its spin multiplicity is 1. For the energy above the lowest of the compared OMol25 structures with the same formula, charge and spin, the calculation gives 247.0 kJ/mol. The net charge is +2.

Cartesian coordinates (Å):
Zr (1.6674, -0.6535, 0.1071)
C (-1.0546, -0.8360, 0.9378)
C (-0.7874, -2.0281, 0.2357)
C (0.8634, -1.7618, 1.8465)
C (0.0297, -0.5951, 1.8496)
C (0.4343, -2.5786, 0.7348)
C (-2.3136, -0.0506, 0.9325)
H (-2.8090, -0.0709, -0.0459)
H (-2.1161, 0.9979, 1.1957)
H (-3.0308, -0.4552, 1.6712)
C (0.1332, 0.5017, 2.8385)
H (-0.8415, 0.9888, 2.9457)
H (0.8780, 1.2547, 2.5643)
H (0.4239, 0.1075, 3.8218)
C (2.2384, -1.7538, 2.3769)
H (2.2697, -1.2289, 3.3498)
H (3.0216, -1.2289, 1.6651)
H (2.5756, -2.7950, 2.5050)
C (1.1696, -3.7427, 0.2022)
H (1.0643, -4.6004, 0.8905)
H (2.2455, -3.5366, 0.0661)
H (0.7948, -4.0379, -0.7874)
C (-1.6706, -2.7255, -0.7320)
H (-1.8258, -3.7833, -0.4569)
H (-1.2436, -2.7147, -1.7451)
H (-2.6552, -2.2447, -0.8046)
C (-1.1723, 2.6133, -2.4003)
C (-2.1423, 1.7505, -2.0776)
C (-2.5892, 0.5242, -2.8155)
C (-1.7117, -0.1543, -3.9167)
C (-0.3250, -0.4742, -3.7198)
C (0.9538, 0.2240, -3.9155)
C (1.0178, 1.6203, -3.2108)
C (-0.2387, 2.4376, -3.5392)
H (-3.5933, 0.7078, -3.2581)
H (-1.9002, 0.3456, -4.8807)
H (-2.7993, -0.2468, -2.0600)
H (-0.8445, 1.8891, -4.3409)
H (-1.0749, 3.5871, -1.9030)
H (-2.6097, 1.8609, -1.0693)
H (0.0408, 3.4388, -3.9005)
H (1.0905, 1.4324, -2.1173)
H (1.6896, -0.3723, -3.3241)
H (1.9471, 2.1597, -3.4612)
H (-2.1925, -1.1406, -4.0569)
H (-0.1799, -1.4218, -3.1674)
P (-0.3739, 1.8974, -6.0380)
C (-0.5926, 3.6656, -6.3374)
C (-1.6168, 1.0600, -7.0659)
P (1.8005, -0.0667, -5.4990)
C (1.3279, 1.4300, -6.4434)
C (1.0377, -1.5333, -6.1965)
C (3.5691, -0.2862, -5.5430)
H (0.2903, 4.2191, -5.9844)
H (-1.4797, 4.0195, -5.7858)
H (-0.7355, 3.8177, -7.4165)
H (-1.5593, 1.5030, -8.0727)
H (-2.6248, 1.2380, -6.6548)
H (-1.4421, -0.0244, -7.1246)
H (3.9496, -0.0172, -6.5414)
H (3.7951, -1.3462, -5.3529)
H (4.0730, 0.3264, -4.7832)
H (1.9997, 2.2726, -6.2026)
H (1.3996, 1.2470, -7.5277)
H (1.7377, -2.3664, -6.0212)
H (0.8611, -1.4201, -7.2734)
H (0.0966, -1.7736, -5.6802)
B (3.5178, 3.1146, 2.1255)
C (2.8001, 2.0589, 1.3356)
N (2.2798, 1.1912, 0.7062)
H (4.7108, 2.8524, 2.0773)
H (3.1233, 3.0981, 3.2793)
H (3.2800, 4.1885, 1.6063)